{"formula": "C7H10ClN3O", "method": "the ωB97M-V functional and the def2-TZVPD basis", "elements": ["C", "C", "C", "C", "C", "C", "C", "N", "N", "N", "O", "Cl", "H", "H", "H", "H", "H", "H", "H", "H", "H", "H"], "coordinates": [[3.74678, 0.02034, -0.74587], [2.67948, 0.29170, -1.46288], [2.31436, 0.76197, 0.67299], [0.41941, 1.06718, -0.85581], [-2.67441, -1.81076, 0.33457], [-2.08035, -0.45839, -0.08314], [-1.22777, 0.07818, 1.09937], [3.53611, 0.42178, 0.58779], [1.68119, 0.72407, -0.63579], [-0.48016, 1.33663, 0.91895], [-0.24596, 1.28826, -1.81488], [-1.58024, 2.55905, 0.57302], [4.77164, -0.38580, -0.94000], [2.46483, 0.11844, -2.60582], [1.96062, 0.97008, 1.67585], [-2.48208, -2.01432, 1.37529], [-3.79876, -1.73749, 0.10551], [-2.34014, -2.69548, -0.16724], [-2.81393, 0.32390, -0.35359], [-1.39790, -0.36578, -1.04285], [-1.97085, 0.18515, 1.92651], [-0.48189, -0.67872, 1.43802]], "largest_force_ev_per_a": 5.60, "charge": 0, "homo_ev": -8.938, "de_lowest_ev": 1.823}